5
Properties=species:S:1:pos:R:3:mulliken_charge:R:1 method="wB97M-V/def2-TZVPD" e_lumo_ha=-0.1042 homo_lumo_gap_ev=8.605 e_tot_ha=-624.65139 spin_multiplicity=1 relative_energy_kj_mol=632.9 homo_energy_ev=-11.441
C -0.41852 -2.18313 0.54605 -0.135
C 0.00606 -0.98811 0.28453 0.046
O 0.10723 1.60533 0.87258 -0.356
O 0.11882 0.96157 -1.56468 -0.372
S 0.18640 0.60434 -0.13849 0.817